# 1
Density functional theory data (ωB97M-V/def2-TZVPD) for C5H3Br in the gas phase at a distorted geometry.

The geometry in ORCA input format:
```
! wB97M-V def2-TZVPD RIJCOSX def2/J DEFGRID3
* xyz 0 3
C 1.434 1.447 -0.024
C 1.974 2.587 0.023
C -1.273 -1.046 0.002
C -0.605 0.108 0.001
C 0.826 0.249 -0.012
Br 1.898 -1.331 0.003
H -2.349 -1.066 0.006
H -0.771 -2.000 -0.002
H -1.133 1.053 0.002
*
```

Highest occupied orbital energy (spin up / spin down): -8.146 / -10.514 eV
Energy above the lowest of the compared OMol25 structures with the same formula, charge and spin: 0.0 kJ/mol
Gap between HOMO and LUMO (spin up / spin down): 8.43 / 6.92 eV

And the Mulliken charges, in e, turn out to be: C 0.363; C -0.431; C -0.900; C 0.115; C 0.205; Br -0.132; H 0.261; H 0.212; H 0.309



# 2
Density functional theory data (ωB97M-V/def2-TZVPD) for 2 unconnected molecules or ions with the total composition C5H3Cl at a distorted geometry.

The geometry in ORCA input format:
```
! wB97M-V def2-TZVPD RIJCOSX def2/J DEFGRID3
* xyz 0 1
C -0.925 2.357 -0.364
C 1.036 -2.353 -0.501
C -0.335 1.352 -0.064
C 1.227 -1.271 0.017
C 1.633 -0.029 0.583
Cl 2.734 0.978 -0.236
H -1.732 2.998 -0.225
H 0.493 -3.242 -0.603
H 1.210 0.416 1.415
*
```

Highest occupied orbital energy (spin up / spin down): -9.743 / -9.115 eV
Energy above the lowest of the compared OMol25 structures with the same formula, charge and spin: 469.4 kJ/mol
Gap between HOMO and LUMO (spin up / spin down): 7.90 / 7.04 eV

And the Mulliken charges, in e, turn out to be: C -0.240; C 0.055; C -0.419; C -0.174; C -0.321; Cl -0.040; H 0.312; H 0.378; H 0.450



# 3
Density functional theory data (ωB97M-V/def2-TZVPD) for C5H3Cl2F in the gas phase at a distorted geometry.

The geometry in ORCA input format:
```
! wB97M-V def2-TZVPD RIJCOSX def2/J DEFGRID3
* xyz 0 1
F -0.313 2.419 -0.016
C 0.030 1.145 -0.003
C 1.243 0.596 -0.004
C 1.058 -0.874 0.006
C -0.237 -1.193 0.010
C -1.044 0.085 0.007
Cl -2.048 0.230 1.469
Cl -2.069 0.207 -1.452
H 2.188 1.157 -0.028
H 1.890 -1.622 -0.017
H -0.699 -2.151 0.028
*
```

SMILES: FC1=CC=CC1(Cl)Cl
Highest occupied orbital energy: -9.174 eV
Energy above the lowest of the compared OMol25 structures with the same formula, charge and spin: 16.2 kJ/mol
Gap between HOMO and LUMO: 9.21 eV

And the Mulliken charges, in e, turn out to be: F -0.243; C 0.027; C -0.432; C -0.214; C -0.958; C 0.897; Cl -0.151; Cl -0.152; H 0.418; H 0.371; H 0.438



# 4
Density functional theory data (ωB97M-V/def2-TZVPD) for C5H3Cl3 in the gas phase at a distorted geometry.

The geometry in ORCA input format:
```
! wB97M-V def2-TZVPD RIJCOSX def2/J DEFGRID3
* xyz 0 1
Cl -2.815 0.597 0.493
C -1.033 0.457 0.083
C -0.696 -0.489 -0.759
Cl -1.513 -1.485 -1.850
C 0.735 -0.606 -0.378
Cl 2.018 -0.591 -1.679
C 1.001 0.358 0.623
C -0.071 1.057 0.959
H 0.783 -1.607 0.053
H 1.982 0.547 0.844
H -0.392 1.762 1.612
*
```

SMILES: ClC1=C(Cl)[C@@H](Cl)C=C1
Highest occupied orbital energy: -9.236 eV
Energy above the lowest of the compared OMol25 structures with the same formula, charge and spin: 112.2 kJ/mol
Gap between HOMO and LUMO: 9.21 eV

And the Mulliken charges, in e, turn out to be: Cl -0.235; C 0.424; C -0.118; Cl -0.146; C 0.299; Cl -0.182; C -0.759; C -0.601; H 0.257; H 0.511; H 0.550



# 5
Density functional theory data (ωB97M-V/def2-TZVPD) for a molecular structure, C5H3ClFO13V at a distorted geometry.

The geometry in ORCA input format:
```
! wB97M-V def2-TZVPD RIJCOSX def2/J DEFGRID3
* xyz -3 4
V 1.677 -0.122 0.120
C 1.137 -0.605 -2.365
O 1.015 0.561 -1.973
O 1.427 -0.648 -3.530
O 1.252 -1.454 -1.515
C 3.364 -1.697 1.429
O 4.297 -2.527 1.549
O 2.167 -2.030 1.303
O 3.613 -0.531 1.059
Cl 2.068 3.131 0.948
O 1.258 2.013 1.321
O 3.190 2.610 0.242
O 1.138 3.896 0.248
O 2.425 3.774 2.174
C -3.695 -1.257 0.152
C -3.474 -0.090 -0.830
O -2.058 -0.007 -0.664
C -1.585 -0.642 0.416
O -0.416 -0.534 0.804
O -2.598 -1.416 0.998
F -3.993 1.058 -0.244
H -3.728 -2.155 -0.465
H -4.644 -1.147 0.676
H -3.837 -0.181 -1.854
*
```

Highest occupied orbital energy (spin up / spin down): 3.740 / 2.867 eV
Energy above the lowest of the compared OMol25 structures with the same formula, charge and spin: 274.7 kJ/mol
Gap between HOMO and LUMO (spin up / spin down): 2.28 / 3.11 eV

And the Mulliken charges, in e, turn out to be: V 0.754; C 0.949; O -0.814; O -0.864; O -0.735; C 0.950; O -0.886; O -0.733; O -0.808; Cl 1.777; O -0.717; O -0.594; O -0.665; O -0.717; C -0.537; C 0.315; O -0.226; C 0.468; O -0.198; O -0.297; F -0.306; H 0.305; H 0.301; H 0.277



# 6
Density functional theory data (ωB97M-V/def2-TZVPD) for C5H3ClOS in the gas phase at a distorted geometry.

The geometry in ORCA input format:
```
! wB97M-V def2-TZVPD RIJCOSX def2/J DEFGRID3
* xyz 0 1
C -1.568 -1.825 -0.365
C -0.862 -0.705 -0.230
S -1.325 1.032 -0.949
C 0.155 1.785 -0.269
O 0.473 2.899 -0.235
C 0.890 0.719 0.389
C 0.377 -0.601 0.554
Cl 1.475 -1.873 0.963
H -2.451 -1.962 -0.827
H -0.975 -2.756 -0.014
H 1.820 0.621 1.070
*
```

SMILES: C=C1SC(=O)C=C1Cl
Highest occupied orbital energy: -9.573 eV
Energy above the lowest of the compared OMol25 structures with the same formula, charge and spin: 145.0 kJ/mol
Gap between HOMO and LUMO: 8.62 eV

And the Mulliken charges, in e, turn out to be: C -0.632; C 0.412; S -0.161; C 0.299; O -0.457; C -0.199; C 0.176; Cl -0.163; H 0.398; H 0.118; H 0.210



# 7
Density functional theory data (ωB97M-V/def2-TZVPD) for C5H3F3N2 in the gas phase at a distorted geometry.

The geometry in ORCA input format:
```
! wB97M-V def2-TZVPD RIJCOSX def2/J DEFGRID3
* xyz 0 3
C 0.943 -0.812 -0.213
C -0.286 -0.235 -0.160
C 1.251 1.417 0.013
C 1.451 2.847 -0.174
C 3.199 -0.437 0.240
N 1.950 0.139 -0.056
N -0.103 1.070 0.027
F 0.265 3.473 -0.035
F 3.360 -1.686 -0.220
F 4.305 0.276 0.036
H 1.161 -1.849 -0.345
H -1.258 -0.674 -0.263
H -0.810 1.783 0.112
*
```

Highest occupied orbital energy (spin up / spin down): -7.027 / -8.165 eV
Gap between HOMO and LUMO (spin up / spin down): 7.65 / 6.80 eV

And the Mulliken charges, in e, turn out to be: C -0.445; C -0.344; C 0.605; C -0.826; C 0.307; N 0.250; N -0.049; F -0.172; F -0.205; F -0.166; H 0.411; H 0.427; H 0.209



# 8
Density functional theory data (ωB97M-V/def2-TZVPD) for C5H3F4N in the gas phase at a distorted geometry.

The geometry in ORCA input format:
```
! wB97M-V def2-TZVPD RIJCOSX def2/J DEFGRID3
* xyz 0 1
N -2.108 0.327 2.159
C -1.637 -0.079 1.151
C -0.796 -0.436 -0.006
C 0.617 -0.858 0.323
C 1.146 0.383 -0.314
F 1.954 0.073 -1.360
F 1.928 1.117 0.509
C -0.247 0.756 -0.744
F -0.627 2.019 -0.193
F -0.456 0.655 -2.108
H -1.332 -1.101 -0.720
H 0.806 -1.888 -0.118
H 0.750 -0.968 1.423
*
```

SMILES: N#C[C@@H]1CC(F)(F)C1(F)F
Highest occupied orbital energy: -12.166 eV
Energy above the lowest of the compared OMol25 structures with the same formula, charge and spin: 0.0 kJ/mol
Gap between HOMO and LUMO: 12.74 eV

And the Mulliken charges, in e, turn out to be: N -0.448; C 0.032; C -0.165; C -0.812; C 0.640; F -0.290; F -0.297; C 0.904; F -0.286; F -0.276; H 0.394; H 0.250; H 0.352



| no. | electronic energy (eV) |
| --- | --- |
| 1 | -75269.121 |
| 2 | -17747.377 |
| 3 | -32994.687 |
| 4 | -42798.981 |
| 5 | -72767.776 |
| 6 | -30636.246 |
| 7 | -16359.895 |
| 8 | -17591.999 |